Density functional theory data (ωB97M-V/def2-TZVPD) for C35H35As2AuN2O3 as an isolated structure.

XYZ file:
```
78
Properties=species:S:1:pos:R:3
Au 0.3286 -0.2126 -0.4455
C 2.7371 -2.6239 0.2630
C 3.4729 -1.4634 0.9147
As 2.7001 0.2626 0.3957
C 3.9973 1.0390 -0.7845
C 5.2060 1.4453 -0.2224
C 6.2002 1.9515 -1.0444
C 5.9869 2.0456 -2.4141
C 4.7828 1.6365 -2.9659
C 3.7770 1.1341 -2.1514
C 2.5701 1.2943 2.0048
C 1.5876 2.2748 2.0957
C 1.4738 3.0342 3.2493
C 2.3367 2.8098 4.3133
C 3.3108 1.8274 4.2266
C 3.4305 1.0639 3.0743
As 0.8141 -2.4172 0.5228
C 0.6436 -2.1142 2.4110
C -0.2315 -1.1405 2.8736
C -0.3044 -0.8691 4.2317
C 0.4934 -1.5692 5.1243
C 1.3643 -2.5479 4.6638
C 1.4428 -2.8209 3.3074
C 0.0049 -4.0809 0.0361
C -0.4298 -4.2813 -1.2685
C -0.9653 -5.5082 -1.6251
C -1.0688 -6.5242 -0.6829
C -0.6353 -6.3176 0.6177
C -0.0947 -5.0925 0.9850
H 3.0570 -3.5957 0.6499
H 2.8922 -2.6328 -0.8212
H 4.5209 -1.4331 0.6026
H 3.4256 -1.5199 2.0038
H 5.3776 1.3886 0.8487
H 7.1385 2.2737 -0.6152
H 6.7640 2.4412 -3.0529
H 4.6213 1.7096 -4.0318
H 2.8386 0.8241 -2.5878
H 0.9022 2.4461 1.2731
H 0.7149 3.8007 3.3185
H 2.2504 3.4037 5.2121
H 3.9834 1.6548 5.0546
H 4.1992 0.3007 3.0260
H -0.8671 -0.5958 2.1817
H -0.9839 -0.1099 4.5931
H 0.4367 -1.3551 6.1813
H 1.9817 -3.0976 5.3597
H 2.1356 -3.5807 2.9597
H -0.3606 -3.4887 -2.0046
H -1.2991 -5.6736 -2.6400
H -1.4846 -7.4805 -0.9652
H -0.7166 -7.1092 1.3504
H 0.2224 -4.9370 2.0100
O 0.3053 4.1841 -1.5116
C 0.0500 2.9193 -1.3345
O 0.8269 2.0205 -1.5627
C -1.3196 2.6958 -0.7473
C -2.3185 3.6466 -0.7506
C -3.5399 3.3011 -0.1868
C -3.6855 2.0323 0.3484
C -2.6231 1.1451 0.2975
N -1.4482 1.4619 -0.2459
H -2.1527 4.6191 -1.1916
H -4.3574 4.0072 -0.1686
H -4.6153 1.7230 0.8029
H -2.6978 0.1448 0.6973
C -5.0635 -3.6343 -0.6934
N -3.8401 -3.1649 -0.0670
C -3.5159 -3.7100 1.2366
C -3.0613 -2.2658 -0.6541
O -2.0078 -1.8190 -0.1852
H -5.9197 -3.4196 -0.0536
H -5.0060 -4.7115 -0.8591
H -5.2005 -3.1350 -1.6497
H -3.6322 -4.7930 1.2078
H -4.1869 -3.3036 1.9959
H -2.4868 -3.4606 1.4835
H -3.4259 -1.9476 -1.6420
```

Values from the calculation:
**Max |F|**: 0.712 eV/A
**HOMO level (alpha / beta)**: -13.15 / -14.15 eV
**Net charge**: +2
**2S+1**: 3
**HOMO-LUMO gap (alpha / beta)**: 7.6 / 5.5 eV
**Expectation value of S²**: 2.0105
**DFT total energy**: -6296.6061 Ha

Mulliken population analysis, charges in e, atoms 1 to 6:
1 Au 0.643
2 C -1.135
3 C -0.819
4 As 0.890
5 C 0.499
6 C -0.363

---

Density functional theory data (ωB97M-V/def2-TZVPD) for C35H35F3N2O6PtSTe as an isolated structure.

XYZ file:
```
84
Properties=species:S:1:pos:R:3
Pt 1.0794 -0.7426 1.9528
O 2.7463 -1.4958 6.2303
C 2.5641 -1.7087 4.9245
O 1.8377 -2.5473 4.4651
C 3.3980 -0.7405 4.1239
O 3.2887 -1.0636 2.7481
C 4.0844 -0.2086 1.9212
C 3.3347 1.0390 1.4613
O 3.9393 2.0301 1.1371
O 2.0304 0.9235 1.3740
H 2.1998 -2.1286 6.7208
H 4.4382 -0.8165 4.4486
H 3.0414 0.2749 4.3301
H 4.3443 -0.7924 1.0366
H 5.0008 0.0849 2.4297
F 0.1777 -6.6757 0.1191
C 0.7019 -5.4467 0.0648
F 2.0333 -5.5621 0.1573
F 0.4384 -4.9488 -1.1542
C 0.1507 -4.5611 1.1486
C -0.7432 -5.0333 2.0922
C -1.2070 -4.2023 3.1069
C -0.7527 -2.9043 3.1586
N 0.0987 -2.4619 2.2365
C 0.5675 -3.2349 1.2411
S 1.6341 -2.2620 0.2642
H -1.0716 -6.0625 2.0419
H -1.9018 -4.5639 3.8493
H -1.0490 -2.1989 3.9223
C 1.7682 4.4236 -6.2804
C 1.2578 3.7840 -5.0217
C -0.0019 3.1941 -4.9782
C -0.4887 2.5794 -3.8336
C -1.8661 1.9719 -3.8603
C 0.3348 2.5703 -2.6986
Te -0.2835 1.6970 -0.9065
N -0.6675 0.2232 1.6896
C -0.6259 0.6925 2.8918
O 0.4212 0.2876 3.5763
C -1.6234 1.5821 3.5070
C -1.7029 1.6465 4.8942
C -2.6411 2.4738 5.4907
C -3.4902 3.2404 4.7048
C -3.4021 3.1857 3.3196
C -2.4704 2.3560 2.7196
C -1.0187 -0.1040 -1.6623
C -0.2301 -0.8751 -2.5323
C 1.1866 -0.5305 -2.9074
C -0.7935 -2.0257 -3.0649
C -2.0879 -2.4286 -2.7551
C -2.6964 -3.6471 -3.3875
C -2.8207 -1.6644 -1.8573
C -2.3167 -0.4965 -1.3030
C -3.2347 0.3220 -0.4378
C 1.6017 3.1766 -2.6975
C 2.5125 3.1514 -1.5017
C 2.0387 3.7721 -3.8716
H 0.9798 4.5268 -7.0234
H 2.5663 3.8198 -6.7164
H 2.1825 5.4107 -6.0755
H -0.6312 3.2270 -5.8602
H -2.4416 2.3858 -4.6861
H -2.4196 2.1708 -2.9400
H -1.8229 0.8888 -3.9894
H -1.0261 1.0529 5.4946
H -2.7083 2.5243 6.5690
H -4.2187 3.8889 5.1727
H -4.0562 3.7952 2.7106
H -2.3845 2.3176 1.6412
H 1.7752 -0.2240 -2.0372
H 1.2282 0.2814 -3.6344
H 1.6748 -1.4001 -3.3436
H -0.1982 -2.6325 -3.7369
H -1.9546 -4.2280 -3.9294
H -3.4808 -3.3582 -4.0895
H -3.1549 -4.2897 -2.6352
H -3.8322 -1.9650 -1.6049
H -3.9669 0.8469 -1.0560
H -2.7109 1.0622 0.1632
H -3.7798 -0.3192 0.2537
H 1.9961 3.3055 -0.5516
H 3.2729 3.9259 -1.5779
H 3.0326 2.1951 -1.4190
H 3.0150 4.2430 -3.8867
```

Values from the calculation:
**Max |F|**: 0.556 eV/A
**HOMO level (alpha / beta)**: -11.19 / -11.31 eV
**Net charge**: +1
**2S+1**: 2
**HOMO-LUMO gap (alpha / beta)**: 8.1 / 5.9 eV
**Expectation value of S²**: 0.7579
**DFT total energy**: -3000.5939 Ha

Mulliken population analysis, charges in e, atoms 1 to 6:
1 Pt 2.890
2 O -0.473
3 C 0.362
4 O -0.500
5 C -0.536
6 O -0.564

---

Density functional theory data (ωB97M-V/def2-TZVPD) for C35H35MoN3O3Te as an isolated structure.

XYZ file:
```
78
Properties=species:S:1:pos:R:3
Mo -1.2231 -0.1824 0.6910
C -0.0564 -0.0670 4.8261
C -0.9461 -0.3789 3.6635
O -0.5987 0.1831 2.5269
C -2.0621 -1.1585 3.8066
C -3.0507 -1.3714 2.8114
C -4.2958 -2.1158 3.1759
N -2.9201 -0.9025 1.5900
N -4.0306 -1.0683 0.7527
C -3.7887 -0.5617 -0.4037
O -2.6191 0.0394 -0.6650
C -4.8044 -0.5844 -1.4681
C -4.7697 0.3775 -2.4725
C -5.7295 0.3730 -3.4715
C -6.7177 -0.6006 -3.4759
C -6.7487 -1.5668 -2.4789
C -5.7961 -1.5616 -1.4744
H -0.3921 0.8577 5.3010
H 0.9680 0.0790 4.4947
H -0.0903 -0.8620 5.5669
H -2.2514 -1.5783 4.7824
H -4.2817 -2.4049 4.2218
H -4.3802 -3.0041 2.5484
H -5.1740 -1.5061 2.9683
H -3.9936 1.1288 -2.4552
H -5.7086 1.1273 -4.2470
H -7.4639 -0.6086 -4.2593
H -7.5157 -2.3289 -2.4875
H -5.8063 -2.3085 -0.6934
C 6.4555 3.6636 1.8933
C 5.4127 2.8654 1.1656
C 5.1205 3.1161 -0.1702
C 4.1581 2.3927 -0.8580
C 3.8721 2.7180 -2.2988
C 3.4742 1.3858 -0.1631
Te 2.0394 0.2962 -1.2616
N 0.1335 -1.1490 -0.0824
C -0.0449 -2.5317 -0.1851
O -1.1077 -3.0219 0.1587
C 1.0566 -3.3559 -0.7508
C 0.7331 -4.4083 -1.5989
C 1.7394 -5.1934 -2.1387
C 3.0653 -4.9494 -1.8084
C 3.3895 -3.9186 -0.9359
C 2.3863 -3.1168 -0.4158
C 0.4689 1.6692 -0.9794
C 0.4557 2.4419 0.1870
C -0.5616 3.3617 0.3937
C -1.5382 3.5285 -0.5775
C -1.5161 2.7601 -1.7277
C -0.5344 1.7977 -1.9510
C -0.6333 0.9255 -3.1673
C 3.7389 1.1023 1.1769
C 3.0150 0.0604 1.9763
C 4.7130 1.8623 1.8179
H 6.9642 4.3552 1.2252
H 7.2018 3.0072 2.3408
H 6.0025 4.2412 2.7000
H 5.6574 3.8984 -0.6933
H 4.4526 3.5807 -2.6189
H 2.8160 2.9579 -2.4506
H 4.1299 1.8850 -2.9574
H -0.3071 -4.5995 -1.8265
H 1.4896 -6.0030 -2.8110
H 3.8479 -5.5706 -2.2227
H 4.4206 -3.7487 -0.6563
H 2.6310 -2.3329 0.2909
H 1.2498 2.3409 0.9192
H -0.5754 3.9565 1.2965
H -2.3218 4.2610 -0.4361
H -2.2826 2.8980 -2.4793
H -1.0442 1.4835 -4.0075
H -1.3073 0.0896 -2.9594
H 0.3273 0.5182 -3.4833
H 2.3584 -0.5697 1.3739
H 2.3896 0.5350 2.7313
H 3.7259 -0.5880 2.4898
H 4.9296 1.6572 2.8605
```

Values from the calculation:
**Max |F|**: 0.619 eV/A
**HOMO level (alpha / beta)**: -10.52 / -10.68 eV
**Net charge**: +1
**2S+1**: 4
**HOMO-LUMO gap (alpha / beta)**: 7.4 / 5.8 eV
**Expectation value of S²**: 3.7690
**DFT total energy**: -2080.7019 Ha

Mulliken population analysis, charges in e, atoms 1 to 6:
1 Mo 0.443
2 C -1.354
3 C 0.934
4 O -0.403
5 C -1.265
6 C 1.248

---

Density functional theory data (ωB97M-V/def2-TZVPD) for C35H35N8OPdS2 as an isolated structure.

XYZ file:
```
82
Properties=species:S:1:pos:R:3
Pd -0.3184 -0.5562 0.3952
S -2.6368 0.0997 0.6811
C -3.6718 -0.9154 -0.3303
C -4.1081 -0.3305 -1.5137
C -4.8957 -0.9849 -2.4612
C -5.2457 -0.3280 -3.6796
N -5.5207 0.1990 -4.6677
C -5.2814 -2.3072 -2.1756
C -4.9034 -2.8848 -0.9816
C -4.0974 -2.2418 0.0005
S -3.7682 -3.0850 1.4434
C -6.0583 -3.0791 -3.1087
N -6.6614 -3.7219 -3.8486
H -3.7906 0.6833 -1.7232
H -5.2448 -3.8866 -0.7567
C 3.3385 -1.6726 3.9402
N 1.9466 -1.7417 3.5517
C 1.3326 -0.4345 3.6001
C 1.7216 -2.4270 2.2762
C 2.3523 -1.7994 1.0418
C 3.6791 -2.1227 0.7516
C 4.3347 -1.6145 -0.3600
C 3.6448 -0.7707 -1.2156
C 2.3204 -0.4512 -0.9403
C 1.6470 -0.9457 0.1782
H 3.4077 -1.2814 4.9580
H 3.9434 -1.0236 3.2869
H 3.7785 -2.6720 3.9304
H 1.2808 -0.0879 4.6361
H 0.3153 -0.4965 3.2068
H 1.8895 0.3161 3.0138
H 0.6440 -2.5142 2.1351
H 2.1232 -3.4389 2.3918
H 4.2080 -2.8030 1.4126
H 5.3648 -1.8839 -0.5595
H 4.1266 -0.3752 -2.1030
H 1.7955 0.1899 -1.6436
N 1.3886 6.2845 -0.4623
C 1.7909 7.5330 -0.0358
C 2.0784 8.7134 -0.7148
C 2.4444 9.7966 0.0587
C 2.5242 9.7081 1.4592
C 2.2367 8.5332 2.1220
C 1.8593 7.4289 1.3584
N 1.5045 6.1514 1.7620
C 1.2348 5.5118 0.6597
C 0.7977 4.1062 0.5975
C 0.5668 3.4546 -0.6072
C 0.1752 2.1307 -0.5917
N 0.0146 1.4457 0.5413
C 0.1800 2.0842 1.7030
C 0.5801 3.4052 1.7738
H 1.2243 6.0003 -1.4102
H 2.0207 8.7837 -1.7930
H 2.6710 10.7384 -0.4239
H 2.8154 10.5839 2.0242
H 2.2988 8.4568 3.1992
H 0.6713 3.9434 -1.5660
H -0.0450 1.5998 -1.5070
H -0.0471 1.5189 2.5928
H 0.7117 3.8904 2.7297
C -0.2561 -5.0484 1.0051
N -0.8261 -4.7303 -0.2857
C -1.1068 -5.8244 -1.1895
C -2.2218 -5.4080 -2.1229
C -1.7740 -4.1688 -2.8589
N -1.3025 -3.1491 -1.9315
C -1.1961 -1.8397 -2.5395
C -0.8611 -3.4271 -0.6816
O -0.4948 -2.5832 0.1552
H -0.7374 -5.9502 1.3838
H -0.4476 -4.2362 1.6984
H 0.8256 -5.2195 0.9462
H -1.4068 -6.6833 -0.5876
H -0.2101 -6.1166 -1.7556
H -3.1086 -5.1777 -1.5308
H -2.4648 -6.2016 -2.8300
H -2.6012 -3.7355 -3.4249
H -0.9780 -4.4130 -3.5758
H -2.1669 -1.5377 -2.9327
H -0.4697 -1.8699 -3.3599
H -0.8848 -1.0927 -1.8142
```

Values from the calculation:
**Max |F|**: 0.526 eV/A
**HOMO level**: -3.58 eV
**Net charge**: -1
**HOMO-LUMO gap**: 4.8 eV
**DFT total energy**: -2792.3834 Ha

Mulliken population analysis, charges in e, atoms 1 to 6:
1 Pd 0.166
2 S -0.348
3 C 0.413
4 C -0.948
5 C 0.411
6 C -0.026

---

> Which of these has the lowest DFT total energy?

C35H35As2AuN2O3

---

> DFT total energy of number 4 (C35H35N8OPdS2)?

-2792.3834 Ha

---

> DFT total energy of number 3 (C35H35MoN3O3Te)?

-2080.7019 Ha